[1]
Here is 11 unconnected molecules or ions with the total composition C4H30O11S at a distorted geometry from the OMol25 dataset. Energies are from the ωB97M-V functional and the def2-TZVPD basis.

Geometry as XYZ:
```
46
C4H30O11S | the OMol25 dataset | the ωB97M-V functional and the def2-TZVPD basis
C -1.5392 -1.1728 0.5829
O -1.8426 -0.5267 1.7999
C -0.2076 -0.5664 0.2946
C 0.1646 -0.9255 -1.1070
C 1.1921 -0.0728 -1.8472
S 1.4722 -0.6810 -3.6361
H -1.2564 -2.2572 0.8497
H -2.4140 -1.0135 -0.0913
H -2.3341 -1.3139 2.3998
H 0.6186 -0.8687 0.9477
H -0.3841 0.4935 0.5552
H -0.7972 -0.9946 -1.6509
H 0.4079 -2.0001 -1.1186
H 0.7247 0.9305 -1.9416
H 2.0418 0.0357 -1.3028
H 2.2813 -1.7319 -3.4856
H -0.9853 2.9621 -3.0551
H -1.5523 2.7900 -1.5666
O -1.6173 2.4246 -2.5215
H 3.4109 -0.3467 1.0702
H 3.8329 0.0505 2.4518
O 3.5066 -0.6867 1.9454
H 1.6534 2.6494 0.9513
H 1.6926 4.0916 0.1214
O 2.0257 3.1121 0.2290
H 0.3705 -3.4846 2.8306
H 0.2698 -1.9416 3.0312
O 0.2043 -2.8437 3.4067
H -0.8875 -2.8987 -3.3195
H -1.8526 -2.2875 -2.4159
O -1.0284 -2.8586 -2.4001
H -2.8103 0.8068 -3.4634
H -1.6174 0.4994 -3.8488
O -2.3732 0.0868 -3.8875
H 0.7016 2.5312 2.4224
H 1.6665 1.4102 2.9732
O 1.6287 2.4119 2.7737
H -1.7903 3.5698 0.4921
H -0.3509 2.9880 0.0417
O -1.0683 3.5448 -0.1996
H -1.2240 2.2610 3.5852
H -1.7898 1.5223 2.2870
O -1.2174 2.2445 2.6762
H 0.6645 -4.4600 0.2215
H 1.6293 -3.5774 0.8376
O 0.7799 -3.9061 1.0813
```

Summary:
Total charge: +1
2S+1: 2
<S²>: 0.754
Gap between HOMO and LUMO (alpha / beta), eV: 9.6 / 4.4

Formally, the Löwdin partial charges of the atoms, in units of the elementary charge, are as follows: C -0.27; O -0.15; C -0.20; C -0.29; C -0.33; S 1.14; H 0.14; H 0.15; H 0.22; H 0.12; H 0.12; H 0.08; H 0.10; H 0.09; H 0.05; H -0.06; H 0.07; H 0.02; O -0.11; H 0.00; H 0.04; O -0.03; H -0.07; H 0.12; O -0.09; H -0.09; H 0.04; O -0.01; H 0.02; H 0.09; O -0.06; H 0.02; H -0.10; O 0.02; H 0.02; H 0.09; O -0.10; H 0.11; H -0.01; O -0.04; H 0.02; H 0.07; O -0.04; H 0.12; H 0.03; O -0.06

---

[2]
Here is 12 unconnected molecules or ions with the total composition C4H30O13 at a distorted geometry from the OMol25 dataset. Energies are from the ωB97M-V functional and the def2-TZVPD basis.

Geometry as XYZ:
```
47
C4H30O13 | the OMol25 dataset | the ωB97M-V functional and the def2-TZVPD basis
C -2.1506 -3.0731 1.3172
C -0.8021 -2.3633 1.6479
C 0.0093 -1.7932 0.5660
C 1.2045 -1.1719 1.3425
O 1.4416 -0.9618 2.5199
O 2.2620 -0.8577 0.4438
H -2.8938 -2.3674 0.9199
H -2.5196 -3.6359 2.1786
H -1.7436 -3.8218 0.6731
H -0.1736 -3.0775 2.2076
H -0.9838 -1.5736 2.3974
H 0.3029 -2.6030 -0.1637
H -0.5426 -1.0708 -0.0143
H 2.3124 -1.3881 -0.2766
O 0.2384 3.4474 1.5883
H 0.2468 2.4843 1.5035
H 0.8431 3.3872 2.3248
O -0.9171 1.5336 -0.1530
H -1.9635 1.3866 -0.2939
H -0.7695 2.4873 -0.2957
O 1.6426 1.6929 -2.3561
H 1.2752 1.8018 -1.5189
H 1.9623 2.6077 -2.5240
O -0.9481 -0.0121 -2.8267
H -0.2933 -0.1952 -1.9926
H -0.5068 0.2557 -3.4827
O -0.0288 3.3085 -3.2689
H 0.2467 2.4600 -3.6075
H -1.0326 3.1733 -3.2554
O -0.9415 0.2911 4.2875
H -0.1586 -0.0968 3.9187
H -0.6687 1.2581 4.2170
O 4.1198 0.7637 2.6790
H 4.3756 0.7624 1.7509
H 3.5558 0.0639 2.8302
O -1.7853 -2.0101 -1.6688
H -1.7729 -1.2703 -2.1014
H -2.1258 -2.7305 -2.2092
O 2.4554 1.9948 0.4735
H 3.1142 1.9354 1.0599
H 2.3036 1.0825 0.1160
O 1.5311 -2.5206 -2.4003
H 1.9555 -1.9253 -2.9118
H 0.7625 -2.9113 -2.7731
O -4.3378 1.9800 -0.8351
H -3.5177 2.1687 -1.2478
H -4.5837 1.1045 -0.7857
```

Summary:
SMILES: CCCC(=O)O.O.O.O.O.O.O.O.O.O.O.O
Gap between HOMO and LUMO, eV: 10.7

Formally, the Löwdin partial charges of the atoms, in units of the elementary charge, are as follows: C -0.08; C -0.28; C -0.13; C -0.36; O 0.11; O 0.06; H 0.08; H 0.07; H 0.05; H 0.13; H 0.10; H 0.13; H 0.08; H 0.03; O -0.06; H 0.00; H 0.03; O -0.10; H 0.11; H 0.04; O -0.05; H -0.04; H 0.08; O -0.01; H 0.14; H -0.08; O -0.08; H -0.01; H 0.08; O -0.07; H -0.02; H 0.07; O -0.01; H 0.04; H -0.03; O 0.01; H -0.12; H 0.08; O -0.01; H -0.06; H 0.04; O 0.02; H -0.01; H 0.03; O 0.01; H 0.00; H 0.00

---

[3]
Here is 15 unconnected molecules or ions with the total composition C4H32BrN2O14 at a distorted geometry from the OMol25 dataset. Energies are from the ωB97M-V functional and the def2-TZVPD basis.

Geometry as XYZ:
```
53
C4H32BrN2O14 | the OMol25 dataset | the ωB97M-V functional and the def2-TZVPD basis
Br -2.5297 -0.7550 3.1007
C -1.2756 -1.4809 1.9118
C -0.7384 -0.6831 0.9232
C 0.1615 -1.2836 0.0370
N 0.5134 -2.5441 0.1001
N -0.0126 -3.2224 1.0767
C -0.8706 -2.8016 1.9848
H -0.9929 0.3666 0.8176
H 0.5689 -0.6795 -0.7675
H 0.2491 -4.2099 1.1247
H -1.2516 -3.4741 2.7438
O -0.4433 1.7449 3.9169
H -0.8102 2.5490 3.5301
H -0.9629 1.0464 3.5116
O -1.1183 1.5380 -0.8331
H -1.9235 1.9822 -1.1186
H -0.4667 1.7742 -1.5147
O 2.2854 -5.8785 -0.0608
H 1.9259 -5.0706 -0.4398
H 1.7867 -6.5943 -0.4911
O -0.6984 0.7813 6.7707
H -0.0674 1.1926 6.1697
H -1.3081 0.3241 6.1850
O 1.3633 2.8740 -1.1821
H 1.0159 3.6091 -0.6547
H 2.2393 2.7226 -0.8143
O 0.3543 1.1500 -3.8773
H 0.6762 0.3287 -4.2603
H 1.1141 1.4856 -3.3867
O 2.8863 0.7764 -5.3824
H 2.3370 0.8276 -6.1705
H 3.6369 1.3508 -5.5848
O -3.5749 1.3617 1.2213
H -2.9357 1.7728 0.6296
H -4.1977 0.9209 0.6220
O 0.6947 4.3005 1.2183
H 0.5528 4.9110 1.9492
H 0.6907 3.4327 1.6359
O -0.0691 -7.0541 -0.9443
H -0.5950 -6.5802 -0.2950
H -0.7205 -7.4547 -1.5309
O 4.9630 2.5204 -7.0509
H 5.8061 2.9759 -6.9601
H 5.1021 1.9132 -7.7853
O 3.4529 -1.5674 1.1935
H 3.3679 -2.1810 1.9311
H 2.5625 -1.4924 0.8409
O -5.3598 -0.2080 -0.6449
H -5.8058 0.1823 -1.4049
H -4.9588 -1.0108 -0.9927
O -1.8197 4.4174 2.9916
H -2.2759 5.0431 3.5651
H -2.5240 4.0503 2.4451
```

Summary:
Total charge: +1
Gap between HOMO and LUMO, eV: 7.8

Formally, the Löwdin partial charges of the atoms, in units of the elementary charge, are as follows: Br 0.99; C -0.58; C -0.01; C -0.05; N 0.12; N 0.07; C -0.02; H 0.09; H 0.14; H 0.18; H 0.15; O -0.06; H 0.01; H -0.08; O -0.07; H 0.06; H 0.02; O -0.07; H 0.01; H 0.01; O -0.06; H 0.01; H 0.00; O -0.05; H 0.02; H 0.05; O -0.06; H 0.02; H 0.01; O -0.06; H 0.04; H 0.01; O -0.11; H 0.00; H 0.01; O -0.05; H 0.05; H 0.03; O -0.04; H 0.04; H 0.06; O -0.05; H 0.05; H 0.05; O -0.04; H 0.04; H -0.02; O -0.04; H 0.06; H 0.05; O -0.04; H 0.06; H 0.05

---

[4]
Here is 11 unconnected molecules or ions with the total composition C4H32N2O10 at a distorted geometry from the OMol25 dataset. Energies are from the ωB97M-V functional and the def2-TZVPD basis.

Geometry as XYZ:
```
48
C4H32N2O10 | the OMol25 dataset | the ωB97M-V functional and the def2-TZVPD basis
C 3.2202 0.3953 1.3028
N 1.7382 0.2400 0.8771
C 0.7667 -0.2844 1.9193
C 1.4752 -0.4264 -0.4853
C 1.0832 0.7960 -1.3035
N 0.9361 0.4460 -2.7234
H 3.8981 -0.1987 0.6614
H 3.4815 1.4327 0.9550
H 3.4280 0.0714 2.3901
H -0.2435 -0.4549 1.3970
H 0.5865 0.4720 2.7628
H 0.9118 -1.3075 2.3068
H 2.3891 -0.8906 -0.8600
H 0.5062 -1.1604 -0.4932
H 0.0484 0.9507 -1.0742
H 1.5133 1.8209 -0.9841
H 1.0949 1.2132 -3.3288
H 1.5925 -0.3034 -2.9565
O -1.4843 -2.6885 -0.7686
H -1.6573 -1.9218 -0.1952
H -2.1522 -2.5743 -1.4555
O -3.6634 -0.5987 0.1482
H -3.4789 0.3031 -0.0552
H -4.5565 -0.6335 0.1709
O -3.8726 1.8482 -0.2140
H -2.8740 1.9403 -0.0768
H -3.9192 1.9577 -1.1989
O 1.2833 -2.3370 -2.3569
H 1.0243 -2.4779 -1.4913
H 0.8982 -2.6990 -3.2690
O -2.2023 -0.8711 -2.6294
H -2.4875 -0.3833 -3.4584
H -1.2560 -0.8159 -2.5455
O 1.1583 2.9983 1.3769
H 1.3614 3.4351 2.2574
H 1.3121 2.0523 1.4397
O -1.3532 2.8469 -0.1402
H -1.0686 3.2282 0.7185
H -0.5309 2.3986 -0.4056
O -1.8834 -1.6707 3.0141
H -2.4453 -2.3232 3.5667
H -2.5304 -1.1256 2.6477
O 2.9675 3.1735 -0.2737
H 1.9814 3.2050 -0.2192
H 3.1441 2.3433 0.2495
O 0.3925 -3.7968 1.6560
H -0.2110 -3.0718 1.5613
H -0.3227 -4.5535 1.5834
```

Summary:
SMILES: CN(C)CCN.O.O.O.O.O.O.O.O.O.O
Gap between HOMO and LUMO, eV: 9.3

Formally, the Löwdin partial charges of the atoms, in units of the elementary charge, are as follows: C -0.03; N -0.27; C -0.09; C -0.15; C -0.26; N 0.01; H 0.08; H 0.04; H 0.12; H 0.08; H 0.10; H 0.06; H 0.11; H 0.13; H 0.06; H 0.11; H 0.06; H 0.05; O -0.07; H 0.01; H 0.02; O -0.01; H -0.06; H -0.02; O -0.09; H 0.04; H 0.09; O -0.10; H -0.05; H 0.15; O -0.08; H 0.09; H -0.01; O -0.09; H 0.12; H -0.01; O -0.06; H 0.07; H 0.01; O -0.06; H 0.10; H -0.02; O -0.12; H 0.01; H -0.03; O -0.10; H -0.05; H 0.11

---

[5]
Here is 13 unconnected molecules or ions with the total composition C4H32NO14 at a distorted geometry from the OMol25 dataset. Energies are from the ωB97M-V functional and the def2-TZVPD basis.

Geometry as XYZ:
```
51
C4H32NO14 | the OMol25 dataset | the ωB97M-V functional and the def2-TZVPD basis
C 1.5957 -0.6323 1.3033
N 0.4788 0.0317 1.5033
C -0.7955 -0.3883 -0.5334
C -0.2225 0.6747 0.3651
C -1.2933 1.6184 0.9427
O -2.5445 0.9754 1.0430
O 2.2353 -0.7234 0.2181
H 2.0477 -1.1855 2.2020
H -2.4128 0.0956 1.6146
H -1.7554 -0.8070 -0.1770
H -0.1699 -1.3519 -0.6496
H -0.9775 -0.0122 -1.5836
H 0.5793 1.3090 -0.2158
H -1.4908 2.4761 0.2757
H -1.0689 1.9965 1.9541
H 0.8342 1.1683 3.2273
H 1.8530 2.2814 2.9040
O 1.3374 1.9186 3.6148
H 1.6906 3.7177 -0.2237
H 0.9061 3.1127 0.9585
O 1.7325 3.4797 0.7505
H -1.6674 -1.8050 1.4863
H -1.0369 -0.8008 2.4908
O -1.8913 -1.2937 2.2891
H 0.4858 0.8055 -2.5797
H 0.0224 1.6156 -3.8171
O -0.0631 1.5907 -2.8624
H -1.1719 -3.2479 2.8690
H -0.8494 -3.9333 1.4870
O -0.7948 -4.0508 2.4839
H -1.9017 -3.0611 -0.6309
H -0.3337 -3.2582 -0.5933
O -1.1569 -3.4211 -0.1149
H -3.1782 -0.9353 -1.7837
H -2.2026 -1.8139 -2.5211
O -2.9452 -1.9010 -2.0098
H -2.5526 1.1959 -1.9370
H -3.0754 0.8073 -0.5866
O -3.3128 0.7116 -1.5317
H 1.1904 -2.0883 -1.7859
H 1.6996 -2.8069 -0.5864
O 1.1826 -2.9658 -1.3480
H 2.8669 0.7593 -0.3126
H 3.0285 2.2076 0.2804
O 3.2232 1.6371 -0.5591
H 2.3459 2.7025 -1.6314
H 1.0167 2.8419 -2.2959
O 1.7253 3.3599 -1.9261
H 2.3802 -0.3119 -2.5603
H 1.7188 -0.4863 -1.1379
O 1.5372 -0.4478 -2.1886
```

Summary:
Total charge: -1
Gap between HOMO and LUMO, eV: 9.0

Formally, the Löwdin partial charges of the atoms, in units of the elementary charge, are as follows: C -0.36; N 0.00; C -0.09; C -0.34; C -0.22; O -0.15; O -0.14; H 0.15; H 0.09; H 0.06; H 0.08; H 0.07; H 0.14; H 0.13; H 0.12; H 0.00; H -0.01; O -0.08; H 0.04; H -0.02; O -0.07; H 0.03; H 0.07; O -0.07; H 0.01; H 0.06; O -0.08; H -0.01; H 0.00; O -0.12; H 0.04; H -0.01; O -0.08; H 0.03; H -0.02; O -0.06; H 0.06; H 0.01; O -0.08; H 0.01; H 0.02; O -0.05; H -0.01; H 0.08; O -0.11; H -0.02; H -0.02; O -0.07; H 0.05; H 0.03; O -0.11

---

[6]
Here is 12 unconnected molecules or ions with the total composition C4H33NO11 at a distorted geometry from the OMol25 dataset. Energies are from the ωB97M-V functional and the def2-TZVPD basis.

Geometry as XYZ:
```
49
C4H33NO11 | the OMol25 dataset | the ωB97M-V functional and the def2-TZVPD basis
C -2.6907 0.3859 2.1571
N -2.4892 -0.8091 1.1519
C -3.4469 -1.0061 0.0986
C -3.6794 0.4415 -0.7122
C -4.9770 -1.2603 0.5421
H -3.6947 0.8908 1.9773
H -2.0485 1.2091 1.9440
H -2.6323 0.0757 3.1397
H -1.5820 -0.9100 0.8100
H -3.1559 -1.9279 -0.5225
H -3.9598 1.0456 0.2507
H -4.3982 0.5423 -1.4714
H -2.7952 0.9817 -1.0377
H -5.0501 -2.3896 0.3512
H -5.7782 -0.9046 -0.0514
H -5.2191 -0.9569 1.5403
O 1.4494 -0.2009 -4.0480
H 2.0654 -0.5503 -3.5655
H 1.7730 0.6370 -4.3971
O -0.3404 -1.8151 -0.6090
H 0.3143 -1.2887 -0.4307
H -0.9060 -1.4748 -1.2811
O 2.4764 0.3058 -1.0928
H 3.2341 0.8244 -0.8163
H 3.0572 -0.4060 -1.5036
O 3.3951 -0.2760 2.1241
H 2.7759 0.1937 2.7654
H 3.2249 -0.1847 1.2291
O -1.5040 4.1540 -0.0354
H -1.5852 3.5465 -0.6788
H -0.8727 4.8176 -0.1893
O -0.7993 1.5935 -2.3122
H -0.4755 0.9988 -1.6511
H -0.4590 1.0442 -3.1343
O 2.5384 -2.6790 2.6228
H 3.5131 -2.7001 2.5968
H 2.5137 -1.7617 2.5733
O 3.8834 -1.7141 -1.5102
H 3.0005 -2.0920 -1.7055
H 4.0324 -2.1543 -0.6441
O 1.7949 -2.7586 0.1991
H 0.9856 -3.3314 0.1088
H 1.9125 -2.7045 1.1193
O 1.3943 0.7543 3.5781
H 0.5766 0.2854 3.6998
H 1.1154 1.3917 2.8506
O 0.2226 4.3010 -1.4778
H 0.2169 4.8680 -2.1766
H 0.4025 3.3631 -1.7874
```

Summary:
SMILES: CNC(C)C.O.O.O.O.O.O.O.O.O.O.O
Gap between HOMO and LUMO, eV: 8.2

Formally, the Löwdin partial charges of the atoms, in units of the elementary charge, are as follows: C -0.06; N -0.07; C -0.39; C -0.05; C -0.08; H 0.08; H 0.05; H 0.03; H 0.02; H 0.13; H 0.07; H 0.04; H 0.02; H 0.09; H 0.04; H 0.05; O 0.03; H -0.09; H 0.07; O 0.02; H -0.07; H 0.05; O -0.09; H 0.03; H -0.02; O -0.05; H 0.04; H -0.02; O -0.03; H -0.06; H -0.01; O -0.08; H 0.00; H 0.10; O -0.03; H 0.08; H -0.05; O -0.05; H 0.06; H 0.08; O -0.07; H 0.09; H -0.06; O -0.04; H 0.05; H 0.11; O -0.05; H 0.00; H 0.08

---

| no. | E_tot (eV) |
| --- | --- |
| 1 | -37980.456 |
| 2 | -31249.373 |
| 3 | -106347.694 |
| 4 | -28118.440 |
| 5 | -34826.119 |
| 6 | -28691.847 |